one | Computed, not measured: the molecule CH4N2O2S, with the ωB97M-V functional and the def2-TZVPD basis.

Geometry (Å):
N1 -0.771 0.601 1.269
C1 0.383 0.274 0.447
S1 0.820 -1.346 0.963
O1 0.122 0.496 -0.964
N2 -0.192 -0.611 -1.751
O2 -0.528 -0.353 -2.871
H1 -0.989 1.554 1.337
H2 -1.448 -0.023 1.085
H3 1.089 1.112 0.541
H4 1.514 -1.703 -0.056

Output
- Structure (SMILES): N[C@@H](S)ON=O
- Total charge: 0
- HOMO: -0.3546 hartree

These are the Löwdin partial charges, in e, on atoms 1 to 5: atom 1 (N): 0.03, atom 2 (C): -0.77, atom 3 (S): 0.84, atom 4 (O): -0.12, atom 5 (N): -0.07

=====

two | Computed, not measured: a cluster of 2 separate species, CH4N2O2S in total, with the ωB97M-V functional and the def2-TZVPD basis.

Geometry (Å):
C1 -0.104 -0.199 -0.200
N1 -0.123 1.071 1.835
N2 1.214 -0.480 0.143
O1 -0.831 1.711 2.429
O2 -0.876 0.631 0.597
S1 -1.037 -1.586 -0.799
H1 -0.184 0.661 -1.824
H2 1.480 -1.272 -0.371
H3 1.845 0.354 0.004
H4 -1.385 -0.891 -1.814

Output
- Total charge: 0
- HOMO (spin up / spin down): -0.3110 / -0.3110 hartree

These are the Löwdin partial charges, in e, on atoms 1 to 5: atom 1 (C): -0.88, atom 2 (N): 0.03, atom 3 (N): 0.03, atom 4 (O): 0.12, atom 5 (O): -0.16

=====

Relative energies with respect to the most stable structure, expressed in eV: one 0.000; two 2.594.

=====

one | Computed, not measured: a cluster of 2 separate species, CH4N2O2S in total, with the ωB97M-V functional and the def2-TZVPD basis.

Geometry (Å):
H1 1.242 -0.804 0.979
N1 0.451 -0.465 0.458
C1 0.970 0.325 -0.364
S1 0.044 1.120 -1.629
H2 1.981 0.502 -0.421
H3 -1.237 0.555 -1.515
O1 -4.000 0.018 -0.380
N2 -2.820 -0.029 -0.370
O2 -2.278 -0.449 0.860
H4 -1.372 -0.630 0.573

Output
- Structure (SMILES): [H]/N=C/S.O=NO
- Total charge: 0
- HOMO: -0.3634 hartree

These are the Löwdin partial charges, in e, on atoms 1 to 5: atom 1 (H): 0.06, atom 2 (N): 0.01, atom 3 (C): -0.63, atom 4 (S): 0.75, atom 5 (H): 0.04

=====

two | Computed, not measured: a cluster of 2 separate species, CH4N2O2S in total, with the ωB97M-V functional and the def2-TZVPD basis.

Geometry (Å):
C1 0.675 -1.188 -1.837
N1 1.445 -0.328 -1.823
N2 -1.445 0.586 -0.114
O1 -0.054 -1.252 0.771
O2 0.199 1.023 1.666
S1 -1.037 0.011 1.211
H1 0.087 -1.380 -0.253
H2 1.955 0.528 -1.935
H3 0.554 1.288 2.486
H4 -2.381 0.712 -0.173

Output
- Total charge: 0
- HOMO: -0.3534 hartree

These are the Löwdin partial charges, in e, on atoms 1 to 5: atom 1 (C): -0.01, atom 2 (N): 0.12, atom 3 (N): -0.29, atom 4 (O): -0.40, atom 5 (O): -0.31

=====

Relative energies with respect to the most stable structure, expressed in eV: one 0.000; two 0.271.

=====

one | Computed, not measured: the molecule C2H4N2, with the ωB97M-V functional and the def2-TZVPD basis.

Geometry (Å):
C1 -1.219 0.002 0.021
C2 0.014 -0.518 0.039
N1 1.261 0.235 -0.006
N2 2.431 -0.051 0.006
H1 -2.143 -0.552 0.202
H2 -1.309 1.169 0.019
H3 0.042 -1.588 -0.069
H4 0.922 1.301 -0.211

Output
- Total charge: 0
- HOMO: -0.3057 hartree

These are the Löwdin partial charges, in e, on atoms 1 to 5: atom 1 (C): 0.01, atom 2 (C): -0.19, atom 3 (N): -0.27, atom 4 (N): 0.05, atom 5 (H): 0.06

=====

two | Computed, not measured: the molecule C2H4N2, with the ωB97M-V functional and the def2-TZVPD basis.

Geometry (Å):
C1 -0.970 0.887 -0.944
N1 0.021 0.839 -0.050
N2 -0.061 -0.561 0.327
C2 1.059 -0.918 0.813
H1 -1.780 0.123 -1.272
H2 -1.145 1.860 -1.402
H3 1.487 -0.062 1.538
H4 1.388 -2.167 0.989

Output
- Structure (SMILES): C=NN=C
- Total charge: 0
- HOMO: -0.3511 hartree

These are the Löwdin partial charges, in e, on atoms 1 to 5: atom 1 (C): -0.06, atom 2 (N): -0.05, atom 3 (N): -0.15, atom 4 (C): -0.12, atom 5 (H): 0.10

=====

three | Computed, not measured: the molecule C2H4N2, with the ωB97M-V functional and the def2-TZVPD basis.

Geometry (Å):
C1 0.826 -0.804 -0.244
C2 0.620 0.575 -0.049
N1 -1.195 -0.755 -0.109
N2 -0.758 0.613 -0.133
H1 1.223 -1.511 0.323
H2 1.296 1.402 -0.225
H3 -1.004 -1.044 0.907
H4 -1.398 1.268 -0.483

Output
- Total charge: 0
- HOMO: -0.3206 hartree

These are the Löwdin partial charges, in e, on atoms 1 to 5: atom 1 (C): 0.09, atom 2 (C): -0.16, atom 3 (N): 0.00, atom 4 (N): -0.17, atom 5 (H): -0.03

=====

four | Computed, not measured: the molecule C2H4N2, with the ωB97M-V functional and the def2-TZVPD basis.

Geometry (Å):
C1 -1.510 0.059 0.392
N1 -0.508 0.813 0.108
N2 0.290 0.057 -0.851
C2 1.499 -0.109 -0.369
H1 -2.107 0.465 1.239
H2 -1.906 -0.980 -0.037
H3 2.061 0.419 0.534
H4 2.182 -0.724 -1.015

Output
- Structure (SMILES): C=NN=C
- Total charge: 0
- HOMO: -0.3644 hartree

These are the Löwdin partial charges, in e, on atoms 1 to 5: atom 1 (C): -0.10, atom 2 (N): -0.07, atom 3 (N): -0.08, atom 4 (C): -0.08, atom 5 (H): 0.06

=====

Relative energies with respect to the most stable structure, expressed in eV: one 0.854; two 1.101; three 2.714; four 0.000.

=====

one | Computed, not measured: the molecule C2H4N2, with the ωB97M-V functional and the def2-TZVPD basis.

Geometry (Å):
C1 0.668 0.626 -0.142
C2 -0.704 0.648 -0.100
N1 -0.790 -0.678 0.423
N2 0.727 -0.720 0.119
H1 1.517 1.313 -0.524
H2 -1.595 1.373 -0.257
H3 -1.172 -1.243 -0.323
H4 1.349 -1.319 0.804

Output
- Structure (SMILES): c1c[nH][nH]1
- Total charge: 0
- HOMO: -0.2983 hartree

These are the Löwdin partial charges, in e, on atoms 1 to 5: atom 1 (C): -0.20, atom 2 (C): -0.19, atom 3 (N): -0.01, atom 4 (N): -0.07, atom 5 (H): 0.12

=====

two | Computed, not measured: the molecule C2H4N2, with the ωB97M-V functional and the def2-TZVPD basis.

Geometry (Å):
C1 1.556 0.048 -0.111
N1 0.601 -0.667 0.291
N2 -0.622 -0.647 -0.352
C2 -1.560 0.050 0.105
H1 2.478 -0.147 0.422
H2 1.532 0.799 -0.921
H3 -1.510 0.598 1.073
H4 -2.474 -0.036 -0.506

Output
- Structure (SMILES): C=NN=C
- Total charge: 0
- HOMO: -0.3530 hartree

These are the Löwdin partial charges, in e, on atoms 1 to 5: atom 1 (C): -0.06, atom 2 (N): -0.07, atom 3 (N): -0.08, atom 4 (C): -0.07, atom 5 (H): 0.06

=====

three | Computed, not measured: a cluster of 2 separate species, C2H4N2 in total, with the ωB97M-V functional and the def2-TZVPD basis.

Geometry (Å):
N1 -0.854 -0.481 0.255
C1 -0.269 0.717 0.125
C2 1.645 0.030 -0.266
N2 1.720 -0.891 -0.989
H1 -0.394 -1.169 -0.332
H2 -1.146 -0.804 1.166
H3 -0.540 1.452 0.895
H4 -0.116 1.110 -0.862

Output
- Total charge: 0
- HOMO: -0.3694 hartree

These are the Löwdin partial charges, in e, on atoms 1 to 5: atom 1 (N): 0.04, atom 2 (C): -0.10, atom 3 (C): -0.23, atom 4 (N): -0.07, atom 5 (H): 0.08

=====

four | Computed, not measured: a cluster of 3 separate species, C2H4N2 in total, with the ωB97M-V functional and the def2-TZVPD basis.

Geometry (Å):
H1 1.570 -3.366 4.229
H2 2.040 -3.339 4.844
C1 -0.036 0.430 0.522
N1 -0.251 0.221 -0.548
H3 -0.115 0.584 1.640
C2 -1.043 1.794 -3.614
N2 -0.042 1.998 -3.063
H4 -2.123 1.679 -4.009

Output
- Structure (SMILES): [H][H].C#N.C#N
- Total charge: 0
- HOMO: -0.4445 hartree

These are the Löwdin partial charges, in e, on atoms 1 to 5: atom 1 (H): 0.00, atom 2 (H): 0.00, atom 3 (C): -0.12, atom 4 (N): 0.04, atom 5 (H): 0.09

=====

Relative energies with respect to the most stable structure, expressed in eV: one 1.381; two 0.000; three 0.646; four 0.797.